[1]
DFT (the ωB97M-V functional and the def2-TZVPD basis) results for a 2-piece molecular cluster, C41H39N2O2 overall.

The strongest force on any atom comes out at 2.19 eV Å⁻¹. Its total charge is +1. Its spin multiplicity is 1.

Last column: Löwdin charge in e.
Positions of all 84 atoms, in Å:
C -4.400 3.249 -1.902  -0.006
N -3.231 2.398 -1.941  -0.032
C -2.841 1.819 -3.124  -0.375
O -3.527 1.683 -4.134  0.092
C -1.417 1.334 -2.903  -0.177
C -1.133 -0.006 -3.592  -0.068
C 0.341 -0.237 -3.806  -0.248
C 1.133 0.753 -4.405  -0.039
C 2.524 0.625 -4.398  -0.065
C 3.119 -0.502 -3.820  -0.078
C 2.319 -1.548 -3.349  -0.098
C 0.929 -1.432 -3.370  -0.056
N -1.315 1.331 -1.437  0.067
C -0.105 1.001 -0.861  0.025
C 0.218 1.026 0.477  -0.057
C 1.518 1.547 0.909  -0.221
C 1.704 2.011 2.228  -0.036
C 2.986 2.178 2.737  -0.077
C 4.095 2.048 1.893  -0.081
C 3.911 1.758 0.540  -0.072
C 2.628 1.535 0.038  -0.028
C -2.153 2.459 -0.963  -0.461
C -1.388 3.785 -1.084  0.023
C -2.688 2.285 0.458  0.009
H -5.018 3.015 -2.770  0.100
H -4.966 3.058 -0.986  0.089
H -4.128 4.314 -1.930  0.101
H -0.742 2.121 -3.315  0.155
H -1.578 -0.821 -3.002  0.133
H -1.652 0.040 -4.564  0.139
H 0.655 1.628 -4.853  0.122
H 3.139 1.409 -4.841  0.112
H 4.206 -0.576 -3.749  0.109
H 2.773 -2.459 -2.958  0.100
H 0.281 -2.244 -3.026  0.117
H 0.629 0.629 -1.579  0.126
H -0.596 1.079 1.196  0.082
H 0.825 2.158 2.864  0.121
H 3.120 2.393 3.798  0.112
H 5.100 2.182 2.296  0.108
H 4.769 1.688 -0.132  0.112
H 2.492 1.266 -1.014  0.105
H -1.049 3.942 -2.117  0.098
H -2.055 4.607 -0.803  0.096
H -0.520 3.778 -0.413  0.093
H -3.049 1.263 0.609  0.076
H -1.911 2.522 1.189  0.083
H -3.518 2.981 0.625  0.091
C -4.404 -5.046 0.197  -0.044
O -4.435 -3.608 0.325  -0.075
C -3.257 -2.929 0.364  -0.248
C -3.292 -1.651 0.968  0.026
C -2.111 -1.084 1.390  -0.046
C -0.860 -1.646 1.059  -0.166
C 0.359 -1.076 1.618  -0.012
C 1.697 -1.507 1.199  -0.118
C 2.591 -1.374 2.308  -0.099
C 3.953 -1.604 2.183  0.008
C 4.451 -1.943 0.926  -0.039
C 3.589 -2.069 -0.175  -0.047
C 2.209 -1.875 -0.040  -0.009
C 1.826 -0.931 3.462  -0.111
C 0.457 -0.785 3.062  -0.104
C -0.487 -0.455 4.031  0.006
C -0.052 -0.143 5.328  -0.049
C 1.302 -0.226 5.684  -0.039
C 2.254 -0.644 4.749  0.001
C -0.848 -2.825 0.278  0.008
C -2.025 -3.471 -0.067  0.007
H -5.437 -5.345 0.374  0.098
H -4.088 -5.335 -0.813  0.094
H -3.742 -5.504 0.945  0.104
H -4.257 -1.197 1.190  0.131
H -2.155 -0.178 1.989  0.092
H 4.592 -1.507 3.061  0.122
H 5.520 -2.115 0.791  0.117
H 4.000 -2.328 -1.151  0.097
H 1.535 -1.964 -0.888  0.083
H -1.545 -0.440 3.791  0.104
H -0.791 0.156 6.073  0.113
H 1.614 0.023 6.698  0.116
H 3.312 -0.748 4.991  0.122
H 0.097 -3.281 -0.008  0.113
H -2.002 -4.421 -0.609  0.118



[2]
DFT (the ωB97M-V functional and the def2-TZVPD basis) results for C41H39N5O2S2V as an isolated structure.

The strongest force on any atom comes out at 0.49 eV Å⁻¹. Its spin multiplicity is 4.

Last column: Löwdin charge in e.
Positions of all 90 atoms, in Å:
V -0.330 0.253 0.058  0.529
C -2.563 3.347 0.133  -0.035
C -1.477 3.695 1.114  -0.212
C -1.136 5.027 1.327  -0.063
C -0.131 5.375 2.214  -0.080
C 0.534 4.385 2.919  -0.048
C 0.211 3.046 2.740  -0.202
C 0.884 1.977 3.556  -0.026
C -0.784 2.709 1.817  -0.211
N -1.056 1.320 1.586  -0.038
C -1.958 0.730 2.428  -0.461
O -2.630 1.254 3.298  0.087
C -1.977 -0.771 2.227  -0.149
C -2.620 -1.706 3.013  0.029
C -2.349 -3.050 2.773  -0.021
C -1.416 -3.427 1.812  0.028
C -0.820 -2.427 1.068  -0.148
N -1.155 -1.159 1.261  0.024
C 0.337 -2.579 0.103  -0.450
O 0.776 -3.683 -0.168  0.079
N 0.796 -1.357 -0.299  -0.032
C 1.960 -1.321 -1.131  -0.216
C 3.113 -0.722 -0.617  -0.225
C 3.116 -0.156 0.776  -0.040
C 4.241 -0.627 -1.423  -0.052
C 4.222 -1.107 -2.722  -0.085
C 3.065 -1.681 -3.225  -0.048
C 1.920 -1.796 -2.445  -0.197
C 0.665 -2.391 -3.014  -0.032
H -3.265 4.175 0.036  0.083
H -3.113 2.459 0.436  0.068
H -2.141 3.146 -0.856  0.052
H -1.686 5.798 0.799  0.102
H 0.123 6.417 2.369  0.101
H 1.308 4.652 3.629  0.107
H 1.701 2.395 4.144  0.078
H 1.287 1.179 2.931  0.060
H 0.170 1.517 4.244  0.087
H -3.283 -1.376 3.800  0.125
H -2.837 -3.809 3.370  0.113
H -1.127 -4.456 1.650  0.124
H 2.439 0.703 0.855  0.049
H 4.110 0.196 1.049  0.081
H 2.793 -0.894 1.513  0.086
H 5.138 -0.166 -1.026  0.107
H 5.105 -1.029 -3.344  0.099
H 3.043 -2.048 -4.245  0.106
H 0.754 -2.522 -4.093  0.079
H -0.197 -1.751 -2.816  0.047
H 0.459 -3.364 -2.564  0.081
S 0.680 1.895 -1.368  0.766
C -0.351 1.909 -2.745  -0.616
N -0.056 2.750 -3.770  -0.111
C -1.061 2.996 -4.787  -0.117
C -1.706 1.688 -5.166  -0.128
N -2.257 1.070 -3.974  -0.104
C -3.391 0.168 -4.177  -0.137
C -3.001 -1.149 -4.812  -0.202
C -2.859 -1.250 -6.193  -0.052
C -2.471 -2.445 -6.780  -0.080
C -2.229 -3.560 -5.989  -0.085
C -2.385 -3.473 -4.613  -0.079
C -2.768 -2.275 -4.028  -0.054
C -1.518 1.094 -2.828  -0.594
S -2.052 0.134 -1.487  0.755
C 1.092 3.648 -3.781  -0.137
C 0.705 5.081 -3.496  -0.210
C 0.861 6.057 -4.471  -0.050
C 0.502 7.375 -4.218  -0.085
C -0.022 7.722 -2.983  -0.087
C -0.183 6.749 -2.003  -0.069
C 0.177 5.435 -2.254  -0.024
H -0.574 3.442 -5.653  0.132
H -1.815 3.703 -4.423  0.144
H -0.971 1.030 -5.644  0.141
H -2.519 1.861 -5.872  0.127
H -4.097 0.695 -4.822  0.129
H -3.877 0.002 -3.220  0.084
H -3.070 -0.391 -6.821  0.107
H -2.366 -2.509 -7.856  0.102
H -1.926 -4.494 -6.444  0.103
H -2.202 -4.340 -3.990  0.109
H -2.880 -2.207 -2.952  0.087
H 1.551 3.584 -4.771  0.127
H 1.816 3.289 -3.056  0.081
H 1.274 5.786 -5.437  0.109
H 0.632 8.127 -4.986  0.102
H -0.303 8.748 -2.780  0.102
H -0.583 7.017 -1.033  0.093
H 0.058 4.682 -1.482  0.082



[3]
DFT (the ωB97M-V functional and the def2-TZVPD basis) results for C41H40F5N10NaO3 as an isolated structure.

The strongest force on any atom comes out at 0.84 eV Å⁻¹. Its spin multiplicity is 1.

Last column: Löwdin charge in e.
Positions of all 100 atoms, in Å:
Na -1.092 1.855 0.693  0.259
C -2.355 2.296 4.330  -0.112
N -0.948 1.949 4.328  -0.270
C -0.336 2.270 5.597  -0.112
C -0.728 0.565 3.944  -0.211
C 0.690 0.296 3.453  -0.240
N 0.884 0.991 2.203  0.042
C 2.066 1.036 1.637  -0.222
C 2.193 1.767 0.406  -0.147
F 1.055 2.327 -0.085  0.061
C 3.348 1.886 -0.309  -0.247
F 3.333 2.598 -1.459  0.063
C 4.540 1.287 0.093  -0.001
C 4.459 0.555 1.265  -0.259
F 5.572 -0.089 1.706  0.038
C 3.310 0.427 2.010  -0.149
F 3.375 -0.365 3.121  0.036
H -2.919 1.759 5.115  0.083
H -2.803 2.075 3.361  0.047
H -2.472 3.368 4.501  0.081
H -0.750 1.667 6.427  0.083
H -0.507 3.323 5.830  0.080
H 0.740 2.105 5.563  0.072
H -1.410 0.334 3.121  0.101
H -0.975 -0.121 4.779  0.117
H 0.802 -0.797 3.357  0.105
H 1.408 0.592 4.228  0.100
H 5.458 1.395 -0.461  0.106
N -4.911 -0.760 0.104  0.116
C -3.987 -0.147 0.891  -0.157
N -3.952 1.098 1.173  0.157
C -4.923 1.928 0.601  -0.283
N -4.847 3.202 0.635  0.083
N -3.725 3.678 1.281  0.050
C -3.036 4.498 0.607  -0.095
C -1.756 4.972 1.181  -0.250
C -1.390 6.313 1.136  -0.022
C -0.192 6.688 1.719  -0.069
C 0.601 5.717 2.311  -0.053
C 0.166 4.400 2.286  -0.110
N -0.986 4.035 1.731  0.117
C -6.070 1.307 -0.090  -0.079
C -7.177 2.035 -0.521  -0.014
C -8.203 1.414 -1.207  -0.083
C -8.131 0.049 -1.478  -0.087
C -7.044 -0.690 -1.057  -0.026
C -6.018 -0.057 -0.359  -0.185
H -4.831 -1.745 -0.078  0.145
H -3.217 -0.799 1.292  0.125
H -3.324 4.814 -0.396  0.130
H -2.039 7.037 0.661  0.111
H 0.121 7.725 1.709  0.103
H 1.548 5.966 2.770  0.101
H 0.747 3.587 2.710  0.101
H -7.199 3.096 -0.314  0.111
H -9.057 1.988 -1.541  0.100
H -8.929 -0.439 -2.022  0.101
H -6.981 -1.752 -1.264  0.108
F 2.488 -3.547 1.295  0.064
C 1.953 -3.073 0.144  -0.189
C 0.923 -2.177 0.200  0.101
C 0.348 -1.715 -0.979  -0.031
C -0.634 -0.613 -0.869  -0.285
O -0.945 -0.228 0.253  0.002
C -1.105 -0.069 -2.121  -0.007
C -0.689 -0.651 -3.267  0.038
N 0.265 -1.633 -3.369  -0.002
C 0.659 -2.122 -4.662  -0.268
C 2.033 -1.786 -5.179  -0.108
C 0.818 -1.144 -5.782  -0.083
C 0.817 -2.166 -2.218  -0.119
C 1.894 -3.060 -2.250  0.059
C 2.487 -3.489 -1.074  -0.152
N 3.682 -4.263 -1.154  -0.122
C 4.666 -4.186 -0.087  -0.124
C 6.007 -4.691 -0.661  -0.066
N 5.884 -4.663 -2.156  0.041
C 4.923 -5.722 -2.619  -0.075
C 3.646 -5.576 -1.762  -0.121
C -2.038 1.160 -2.240  -0.636
O -2.682 1.231 -3.296  -0.014
O -1.990 1.951 -1.272  -0.039
H 0.564 -1.779 1.142  0.134
H -1.105 -0.289 -4.197  0.138
H 0.259 -3.100 -4.913  0.151
H 2.561 -2.539 -5.751  0.096
H 2.647 -1.162 -4.545  0.112
H 0.495 -1.459 -6.763  0.107
H 0.652 -0.100 -5.561  0.113
H 2.330 -3.350 -3.196  0.106
H 4.411 -4.786 0.791  0.130
H 4.757 -3.149 0.233  0.142
H 6.219 -5.723 -0.389  0.132
H 6.847 -4.066 -0.368  0.136
H 6.786 -4.745 -2.620  0.183
H 5.455 -3.763 -2.395  0.184
H 5.414 -6.685 -2.490  0.130
H 4.741 -5.549 -3.677  0.131
H 3.598 -6.373 -1.009  0.134
H 2.767 -5.665 -2.394  0.131



[4]
DFT (the ωB97M-V functional and the def2-TZVPD basis) results for C41H40GdN5OS2 as an isolated structure.

The strongest force on any atom comes out at 1.30 eV Å⁻¹. Its total charge is +2. Its spin multiplicity is 8.

Last column: Löwdin charge in e.
Positions of all 90 atoms, in Å:
Gd -0.761 0.146 0.134  1.273
C -5.021 -4.926 2.897  -0.023
C -5.248 -4.368 1.518  -0.204
C -6.498 -4.439 0.913  -0.023
C -6.712 -3.954 -0.367  -0.059
C -5.655 -3.421 -1.088  -0.063
C -4.398 -3.354 -0.514  -0.028
C -4.206 -3.786 0.793  -0.197
N -2.909 -3.748 1.396  0.145
C -1.911 -2.856 1.141  -0.340
N -0.674 -3.399 1.144  0.149
C 0.611 -2.900 0.807  -0.203
C 0.850 -1.599 0.345  -0.204
C 2.170 -1.267 0.020  -0.164
C 3.206 -2.173 0.140  -0.076
C 2.936 -3.455 0.589  -0.021
C 1.650 -3.843 0.925  -0.201
C 1.389 -5.249 1.398  -0.033
N -2.084 -1.567 0.925  -0.055
C -3.324 -0.890 1.080  -0.305
C -3.778 -0.151 -0.027  -0.155
C -4.967 0.561 0.033  -0.081
C -5.689 0.580 1.211  -0.040
C -5.203 -0.085 2.328  -0.001
C -4.020 -0.816 2.296  -0.190
C -3.487 -1.452 3.549  -0.011
H -5.935 -5.371 3.281  0.089
H -4.703 -4.152 3.597  0.068
H -4.255 -5.708 2.892  0.087
H -7.318 -4.892 1.456  0.121
H -7.696 -4.016 -0.811  0.114
H -5.804 -3.083 -2.105  0.112
H -3.555 -2.998 -1.091  0.116
H -2.630 -4.632 1.796  0.151
H -0.662 -4.392 1.306  0.116
H 2.402 -0.264 -0.331  0.062
H 4.220 -1.887 -0.110  0.111
H 3.742 -4.172 0.681  0.124
H 2.319 -5.811 1.427  0.090
H 0.715 -5.785 0.723  0.095
H 0.969 -5.268 2.408  0.096
H -3.261 -0.255 -0.985  0.108
H -5.323 1.091 -0.841  0.124
H -6.625 1.120 1.264  0.120
H -5.755 -0.033 3.258  0.126
H -4.077 -1.148 4.411  0.093
H -2.449 -1.160 3.720  0.091
H -3.514 -2.538 3.486  0.052
S 0.931 2.230 0.977  0.702
C 1.906 2.682 -0.321  -0.629
N 2.886 3.552 -0.155  -0.070
C 3.630 3.995 -1.335  -0.088
C 3.977 2.774 -2.147  -0.074
N 2.729 2.108 -2.527  -0.066
C 2.721 1.472 -3.852  -0.102
C 3.928 0.589 -4.048  -0.234
C 4.918 0.935 -4.960  -0.040
C 5.993 0.085 -5.182  -0.055
C 6.084 -1.112 -4.489  -0.059
C 5.103 -1.458 -3.569  -0.062
C 4.028 -0.612 -3.351  -0.036
C 1.706 2.103 -1.699  -0.652
S 0.202 1.479 -2.161  0.674
C 3.225 4.153 1.144  -0.106
C 2.467 5.436 1.424  -0.215
C 1.509 5.480 2.429  -0.051
C 0.856 6.668 2.720  -0.061
C 1.152 7.818 2.004  -0.062
C 2.103 7.779 0.995  -0.061
C 2.763 6.594 0.710  -0.042
H 4.530 4.513 -1.017  0.139
H 3.018 4.685 -1.922  0.153
H 4.605 2.093 -1.566  0.156
H 4.515 3.043 -3.052  0.143
H 2.706 2.263 -4.606  0.149
H 1.808 0.895 -3.950  0.079
H 4.849 1.863 -5.517  0.119
H 6.752 0.356 -5.903  0.115
H 6.912 -1.784 -4.676  0.115
H 5.166 -2.397 -3.036  0.109
H 3.254 -0.895 -2.643  0.102
H 4.296 4.355 1.123  0.139
H 3.025 3.423 1.924  0.098
H 1.288 4.587 3.001  0.100
H 0.121 6.696 3.514  0.112
H 0.656 8.749 2.245  0.114
H 2.345 8.676 0.440  0.113
H 3.528 6.586 -0.059  0.108
O -2.890 3.109 -0.156  0.166
C -2.369 2.199 0.234  -0.095



[5]
DFT (the ωB97M-V functional and the def2-TZVPD basis) results for C41H40N3OP2V as an isolated structure.

The strongest force on any atom comes out at 4.58 eV Å⁻¹. Its total charge is +1. Its spin multiplicity is 2.

Last column: Löwdin charge in e.
Positions of all 88 atoms, in Å:
V 0.652 0.798 -0.887  0.431
C -0.727 -2.422 0.233  -0.277
N -0.518 -2.014 1.607  -0.175
C -1.021 -0.721 1.996  -0.268
P 0.185 0.618 1.402  0.996
C -0.232 2.027 2.481  -0.378
C 0.763 2.942 2.834  -0.123
C 0.455 4.034 3.629  -0.061
C -0.848 4.230 4.065  -0.065
C -1.847 3.343 3.692  -0.067
C -1.543 2.247 2.896  -0.087
C 1.742 -0.022 2.119  -0.347
C 2.030 0.067 3.478  -0.092
C 3.184 -0.507 3.985  -0.059
C 4.060 -1.176 3.143  -0.061
C 3.793 -1.251 1.785  -0.061
C 2.642 -0.673 1.275  -0.094
C -0.230 -3.019 2.544  -0.212
C -0.049 -2.729 3.900  -0.036
C 0.253 -3.727 4.811  -0.080
C 0.384 -5.046 4.407  -0.095
C 0.188 -5.348 3.070  -0.082
C -0.123 -4.358 2.150  -0.032
P -0.753 -1.056 -1.041  0.986
C -2.559 -0.804 -1.194  -0.360
C -3.101 0.409 -0.769  -0.126
C -4.466 0.638 -0.853  -0.065
C -5.301 -0.343 -1.366  -0.064
C -4.773 -1.562 -1.770  -0.058
C -3.410 -1.796 -1.680  -0.091
C -0.278 -2.013 -2.527  -0.349
C 0.895 -2.770 -2.491  -0.106
C 1.344 -3.428 -3.625  -0.074
C 0.645 -3.311 -4.818  -0.070
C -0.491 -2.518 -4.876  -0.067
C -0.951 -1.871 -3.738  -0.097
H -1.673 -2.972 0.106  0.110
H 0.087 -3.085 -0.052  0.071
H -1.123 -0.636 3.074  0.087
H -2.007 -0.547 1.551  0.082
H 1.780 2.786 2.490  0.114
H 1.231 4.734 3.909  0.114
H -1.087 5.078 4.692  0.111
H -2.865 3.504 4.021  0.110
H -2.329 1.560 2.600  0.100
H 1.354 0.599 4.136  0.112
H 3.397 -0.440 5.045  0.113
H 4.952 -1.638 3.545  0.111
H 4.485 -1.759 1.125  0.111
H 2.437 -0.730 0.208  0.077
H -0.134 -1.720 4.270  0.088
H 0.390 -3.465 5.852  0.108
H 0.618 -5.825 5.119  0.103
H 0.265 -6.372 2.728  0.107
H -0.294 -4.660 1.127  0.095
H -2.445 1.164 -0.352  0.076
H -4.879 1.583 -0.522  0.110
H -6.365 -0.161 -1.446  0.112
H -5.426 -2.333 -2.155  0.113
H -3.008 -2.752 -1.993  0.114
H 1.477 -2.834 -1.578  0.103
H 2.244 -4.027 -3.575  0.112
H 0.991 -3.833 -5.700  0.111
H -1.021 -2.401 -5.812  0.111
H -1.839 -1.254 -3.799  0.103
N 0.681 6.883 0.115  0.193
C 0.287 5.956 -0.436  -0.162
C -0.208 4.800 -1.120  -0.179
C -0.969 4.919 -2.285  0.028
C -1.414 3.750 -2.882  -0.014
C -1.108 2.532 -2.313  -0.099
N -0.357 2.408 -1.194  -0.083
C 0.078 3.542 -0.616  -0.048
H -1.207 5.892 -2.690  0.135
H -2.004 3.782 -3.787  0.124
H -1.469 1.607 -2.743  0.112
H 0.669 3.447 0.285  0.106
C 2.783 2.700 -3.310  -0.041
C 2.736 1.202 -3.018  -0.467
C 2.158 0.423 -4.199  -0.033
O 1.959 0.971 -1.864  -0.323
H 3.484 2.908 -4.117  0.089
H 3.106 3.244 -2.421  0.083
H 1.790 3.053 -3.602  0.074
H 3.758 0.855 -2.829  0.144
H 1.178 0.828 -4.460  0.082
H 2.041 -0.629 -3.935  0.063
H 2.817 0.498 -5.064  0.092



These records have DFT total energy values of -50218.376; -102058.525; -82210.857; -95157.842; -93943.220 eV, in the order they appear.
These records have M values of 591.8; 748.9; 838.8; 840.2; 703.7 g/mol, in the order they appear.